No. 1
{"formula": "C12H19ClINO2PSn", "method": "ωB97M-V with the def2-TZVPD basis set", "e_homo_ha": [-0.6487, -0.6486], "energy_ha": -1986.2297, "de_lowest_kcal_mol": 24.4, "orbital_gap_ev": [3.067, 3.064], "total_charge": 3, "symbols": ["I", "Sn", "Cl", "P", "O", "O", "N", "C", "C", "C", "C", "C", "C", "C", "C", "C", "C", "C", "C", "H", "H", "H", "H", "H", "H", "H", "H", "H", "H", "H", "H", "H", "H", "H", "H", "H", "H", "H"], "positions_angstrom": [[-0.4010, 0.1943, -0.8844], [1.0737, -2.7538, 1.1955], [-0.2867, -1.2223, 2.7749], [2.3266, -1.4527, -1.4286], [0.5742, 3.9894, -2.5415], [0.4309, 2.6112, 0.1920], [-1.7782, 1.4419, 2.7152], [2.1904, -0.5800, -3.0765], [-5.1962, 0.1384, 0.9725], [-4.5166, -0.7156, 1.8476], [-3.4130, -0.2507, 2.5121], [0.8734, 1.4452, 0.2747], [-2.9077, 1.0220, 2.1441], [-3.5880, 1.9041, 1.2919], [-4.7020, 1.4259, 0.6349], [2.4138, -3.1530, -2.1471], [0.7672, 2.8739, -2.6478], [2.0383, 1.0961, 1.2488], [4.1433, -1.2206, -1.2252], [2.4339, 2.0821, 1.4913], [1.2821, -0.9071, -3.5962], [4.4198, -0.1647, -1.1909], [3.4567, -3.3300, -2.4735], [-3.0778, 2.8523, 1.0422], [2.1376, -3.8891, -1.3730], [-1.2608, 2.2359, 2.3582], [-5.2068, 2.0946, -0.0697], [-1.1765, 0.7013, 3.0873], [2.9002, 0.5509, 0.8642], [-2.7734, -0.8399, 3.1802], [-6.0789, -0.2054, 0.4623], [-4.8962, -1.6938, 2.1373], [4.4334, -1.7168, -0.2934], [3.0496, -0.8083, -3.7083], [2.1372, 0.4925, -2.9235], [1.7998, 0.7186, 2.2487], [1.7413, -3.2523, -3.0180], [4.6363, -1.7146, -2.0779]], "atomic_forces_ev_per_a": [[-0.720, -0.659, 0.125], [-0.329, 1.122, -0.140], [0.920, -0.932, -0.717], [1.922, -1.032, -1.730], [0.320, -1.970, -0.280], [1.826, -3.937, 0.774], [-1.443, -1.710, -1.837], [-1.085, 0.307, 0.575], [0.055, 0.489, -0.894], [0.926, -0.649, 2.147], [-0.443, -2.171, -0.417], [-1.103, 4.256, 1.128], [3.198, 1.833, 2.511], [-1.255, 1.007, -2.842], [0.819, 1.734, 0.590], [-0.321, -0.353, 0.291], [-0.255, 2.178, 0.062], [0.104, 0.924, -0.413], [-0.163, -0.055, 0.657], [0.059, 0.224, -0.205], [0.130, 0.131, 0.136], [0.023, -0.110, 0.072], [-0.660, -0.085, 0.180], [-0.742, -0.345, 0.171], [0.203, -0.172, -0.528], [-0.211, 0.794, 0.073], [-0.007, -0.530, 0.157], [0.080, -0.014, 0.740], [-0.396, -0.283, -0.392], [-0.795, 0.031, -0.058], [-0.424, -0.152, -0.006], [-0.117, 0.144, -0.419], [0.352, 0.136, -0.153], [0.133, -0.243, 0.330], [-0.007, 0.191, -0.114], [-0.673, -0.382, -0.480], [0.217, -0.051, 0.537], [-0.135, 0.334, 0.369]], "nbo_charge": [0.20, 1.46, -0.71, 0.73, -0.44, -0.51, -0.46, -0.90, 0.17, -0.22, -0.07, 0.42, 0.32, -0.09, -0.20, -0.93, 0.45, -0.77, -0.93, 0.30, 0.25, 0.26, 0.27, 0.29, 0.21, 0.46, 0.30, 0.45, 0.26, 0.28, 0.28, 0.30, 0.24, 0.27, 0.25, 0.27, 0.27, 0.27]}

***

No. 2
{"formula": "C5H5INO2", "method": "ωB97M-V with the def2-TZVPD basis set", "e_homo_ha": -0.1417, "energy_ha": -696.4355, "orbital_gap_ev": 6.971, "total_charge": -1, "symbols": ["I", "O", "O", "N", "C", "C", "C", "C", "C", "H", "H", "H", "H", "H"], "positions_angstrom": [[-4.2141, -0.0267, -0.1860], [0.4637, -2.4241, 0.2609], [0.5941, 2.1218, 0.2743], [0.6346, -0.1657, 0.0054], [1.9042, -0.2114, -0.7910], [-0.0845, 1.1376, 0.2795], [0.1433, -1.2684, 0.5224], [-2.0596, -0.1114, -0.2536], [-1.4982, 0.9791, 0.2980], [2.3364, 0.8729, -0.5776], [-1.9588, 1.8209, 0.7617], [2.3733, -1.0037, -0.2238], [-0.5594, -1.0979, 1.3878], [1.9250, -0.6229, -1.7579]], "atomic_forces_ev_per_a": [[-0.362, 0.155, 0.097], [0.510, 0.414, -0.274], [0.354, 1.439, 0.483], [0.261, 2.697, -1.460], [-0.252, 2.103, 3.955], [1.836, -3.044, -1.833], [-1.415, -2.412, 1.996], [-0.003, -0.388, -0.444], [-0.624, 0.453, 0.651], [-0.471, -2.519, -1.002], [-0.735, 0.679, 0.170], [1.219, 0.129, 0.167], [0.519, 0.005, -0.840], [-0.837, 0.290, -1.666]], "nbo_charge": [-0.11, -0.68, -0.61, -0.50, -0.44, 0.70, 0.55, -0.28, -0.61, 0.23, 0.19, 0.21, 0.13, 0.20]}

***

Question: Number 2 is which compound?
Answer: C5H5INO2